Below is a 2-piece molecular cluster, C2H3N2S2 overall, with properties calculated with ωB97M-V/def2-TZVPD.

As for the net charge: +1. As for the orbital gap: 7.39 eV. The total energy is -983.56854 a.u. Its energy above the lowest of the compared OMol25 structures with the same formula, charge and spin is 34.3 kcal/mol.

Geometry (Å):
C -1.793 0.400 0.423
C 1.588 -1.163 0.392
N 1.364 -2.311 0.481
N -1.152 1.351 0.881
S 1.584 0.311 0.022
S -2.878 -0.546 -0.070
H 1.300 -3.009 1.233
H -0.095 1.494 1.037
H -1.764 2.151 1.257

Atomic partial charges in e from the natural (NBO) method, atoms 1 to 4: C 0.214; C 0.227; N -0.601; N -0.771